3 unconnected molecules or ions with the total composition C20H51ClN3O6P2 in a non-equilibrium geometry. Source: OMol25; level of theory: ωB97M-V with the def2-TZVPD basis set.

The gap between HOMO and LUMO comes out at 0.26037 Eh. The value obtained for the total energy is -2551.213594 a.u. For the largest force on an atom, the calculation gives 1.42 eV/Å. As for the total charge: -1.

XYZ file:
```
83
Properties=species:S:1:pos:R:3:forces:R:3
C 5.511622 -2.170311 -4.803241 -0.6 -0.2 0.1
C 4.202981 -2.148296 -5.601301 0.5 0.4 0.1
C 3.806597 -0.704066 -5.900289 0.6 -0.1 -0.4
O 2.521126 -0.540252 -6.456039 0.0 0.1 0.3
P 1.089195 -0.492233 -5.564654 -0.8 -0.2 -0.2
O 0.796982 -2.146387 -5.860949 -0.1 0.3 0.1
Cl 0.081198 -0.046242 -7.489913 0.0 0.0 0.0
C -0.577087 -0.337316 -4.662548 0.1 -0.3 0.1
C -0.856174 -1.328811 -3.514070 -1.3 0.6 -0.3
C -2.321851 -1.822152 -3.648471 1.0 -0.7 0.5
C -2.387423 -2.993721 -4.626284 -0.3 0.2 -0.5
O -3.124653 -2.631309 -5.790206 -0.1 -0.1 0.1
C -2.565564 -3.136624 -6.985519 0.1 0.0 0.1
O 1.922832 -0.956977 -4.036397 0.4 0.0 0.3
N 2.087941 0.012636 -3.113204 -0.1 0.0 -0.3
O 2.853042 -0.297189 -2.265388 -0.1 -0.2 0.1
P 1.539635 1.748305 -5.304002 0.6 0.0 -0.4
O 2.980066 2.149082 -5.247495 0.2 0.1 0.3
H 5.383291 -1.568120 -3.903018 0.2 0.1 0.0
H 6.353127 -1.797692 -5.383578 0.1 0.1 0.0
H 5.711664 -3.188143 -4.466425 0.3 0.0 -0.1
H 3.448714 -2.663011 -5.013648 -0.2 -0.1 -0.1
H 4.367851 -2.647139 -6.556887 -0.3 -0.3 0.0
H 4.495955 -0.365748 -6.682825 -0.1 0.1 0.0
H 4.021383 -0.040734 -5.063637 -0.4 0.0 0.2
H 1.217692 -2.655421 -5.166297 0.2 -0.1 0.1
H -1.358290 -0.461204 -5.407526 0.1 -0.1 -0.2
H -0.724142 0.669597 -4.264113 0.2 0.1 -0.1
H -0.225966 -2.211402 -3.526701 0.3 0.1 0.2
H -0.784717 -0.811816 -2.556311 0.4 -0.1 0.1
H -2.963667 -1.010869 -3.979000 -0.2 0.0 0.0
H -2.637423 -2.181779 -2.665312 -0.3 0.1 0.0
H -2.860965 -3.874435 -4.176027 -0.1 0.0 0.1
H -1.382905 -3.289523 -4.932281 0.1 0.1 0.0
H -1.734252 -2.509862 -7.314073 0.1 0.0 -0.1
H -3.353096 -3.150742 -7.735872 0.0 0.1 -0.1
H -2.194886 -4.158160 -6.858118 0.0 -0.1 0.0
H 0.919232 2.364972 -6.409309 -0.3 0.0 0.1
H 0.782100 2.254364 -4.218823 -0.1 0.0 0.0
C -1.652236 -3.310462 0.597687 0.0 0.0 0.0
C -1.392211 -2.156861 1.553358 0.0 -0.1 0.0
N -2.294818 -1.038797 1.351168 0.0 0.0 0.1
C -1.882519 0.168786 2.039361 0.1 0.2 0.0
C -1.862464 0.158823 3.573939 0.0 0.1 0.0
C -3.709587 -1.354766 1.405455 -0.1 -0.1 -0.1
C -4.256925 -1.999013 2.687632 -0.1 0.1 0.0
H -1.632407 -2.965380 -0.436852 0.0 0.0 0.0
H -0.880076 -4.071490 0.716522 0.0 0.0 0.0
H -2.613047 -3.792536 0.784191 0.0 0.0 0.0
H -0.376096 -1.791682 1.384389 0.0 0.1 0.0
H -1.414813 -2.540982 2.587411 0.0 0.0 0.0
H -2.518441 0.989978 1.697393 -0.1 0.0 0.0
H -0.876772 0.414127 1.685233 0.0 -0.1 0.0
H -2.866655 0.199908 3.995686 0.0 -0.1 0.0
H -1.327079 1.039171 3.937735 0.0 0.0 0.0
H -1.354996 -0.720659 3.972496 0.0 0.0 0.0
H -3.937462 -2.018288 0.568003 0.1 0.0 0.0
H -4.264929 -0.437368 1.195185 0.1 0.1 0.0
H -3.615697 -2.806664 3.043558 0.0 0.0 0.0
H -5.242040 -2.427096 2.490041 0.0 0.0 0.0
H -4.376224 -1.277773 3.495363 0.1 0.0 0.0
C 2.115005 5.450982 5.560025 0.0 0.0 0.0
C 1.133322 4.297515 5.699005 0.0 0.1 0.0
N 1.537350 3.321490 6.694600 0.0 -0.1 0.0
C 0.777125 2.086504 6.632797 0.0 -0.2 -0.1
C -0.722949 2.139999 6.947686 0.0 -0.1 0.0
C 1.791928 3.848012 8.022666 0.1 0.1 0.1
C 0.657574 4.603215 8.730020 0.0 0.0 0.1
H 3.121813 5.079851 5.365728 0.0 0.0 0.0
H 1.818768 6.086769 4.725166 0.0 0.0 0.0
H 2.143542 6.077860 6.452251 0.0 0.0 0.0
H 1.074168 3.777976 4.739330 0.0 -0.1 0.0
H 0.128819 4.709309 5.889780 0.0 0.0 0.0
H 1.254186 1.359032 7.295432 0.0 0.0 0.0
H 0.900095 1.683143 5.622779 0.0 0.1 0.0
H -0.913362 2.260421 8.013737 0.0 0.1 0.0
H -1.190979 1.202190 6.641646 0.0 0.0 0.0
H -1.226640 2.945301 6.411998 0.0 0.0 0.0
H 2.655348 4.514889 7.959801 0.0 0.0 -0.1
H 2.122673 3.018538 8.652797 -0.1 -0.1 0.0
H 0.165745 5.315144 8.065962 0.0 0.0 0.0
H 1.063242 5.168411 9.571827 0.0 0.0 0.0
H -0.100444 3.931208 9.129766 0.0 0.0 -0.1
```
Forces are in eV/Å.